Record 1
55
Properties=species:S:1:pos:R:3:forces:R:3:mulliken_charge:R:1 method="wB97M-V/def2-TZVPD" e_above_lowest_kj_mol=10.2 homo_energy_ev=-7.4 multiplicity=1 total_charge=0 total_energy_ev=-169260.6777
Pt -0.27722 0.27019 -0.18733 0.1 -0.2 -0.4 0.637
O -0.20717 -5.61860 -3.71890 0.0 0.0 0.0 -0.496
C -1.31546 -5.28416 -2.90781 0.0 0.0 0.0 -0.619
C -1.09088 -3.93015 -2.29639 0.0 0.0 0.0 0.367
C -2.15194 -3.22836 -1.73706 0.0 0.0 0.0 -0.821
C -1.91775 -2.00593 -1.14400 0.0 0.0 0.0 -0.441
N -0.69388 -1.47377 -1.10174 0.0 0.0 0.3 -0.244
C 0.34357 -2.13022 -1.65188 -0.2 -0.1 0.0 0.451
C 0.17377 -3.36490 -2.25443 0.0 0.0 0.0 -0.366
C 1.62286 -1.41378 -1.54842 0.2 0.1 0.0 0.526
C 2.81560 -1.84455 -2.10380 0.0 0.0 0.0 -0.448
C 3.95199 -1.06561 -1.95424 0.0 0.0 0.0 0.402
C 5.26523 -1.47753 -2.55634 0.0 0.0 0.0 -0.631
O 5.17445 -2.81162 -3.01272 0.0 0.0 0.0 -0.491
C 3.85129 0.12874 -1.25050 0.0 0.0 0.0 -0.840
C 2.63364 0.50533 -0.72520 0.0 0.0 0.0 -0.347
N 1.54598 -0.25339 -0.87309 -0.1 0.0 0.2 -0.350
H -0.36489 -6.47398 -4.12865 0.0 0.0 0.0 0.303
H -1.43881 -6.01077 -2.09538 0.0 0.0 0.0 0.306
H -2.24595 -5.26675 -3.48386 0.0 0.0 0.0 0.344
H -3.16008 -3.62058 -1.75856 0.0 0.0 0.0 0.437
H -2.69993 -1.40796 -0.69419 0.0 0.0 0.0 0.534
H 1.00490 -3.89218 -2.69715 0.0 0.0 0.0 0.530
H 2.87798 -2.77561 -2.64576 0.0 0.0 0.0 0.552
H 6.05182 -1.36386 -1.80300 0.0 0.0 0.0 0.337
H 5.49437 -0.79380 -3.38244 0.0 0.0 0.0 0.324
H 6.01770 -3.07020 -3.39575 0.0 0.0 0.0 0.302
H 4.71027 0.77064 -1.10612 0.0 0.0 0.0 0.439
H 2.48870 1.42405 -0.17192 0.0 0.0 0.0 0.544
C -1.22847 1.53919 6.76409 0.0 0.0 0.0 -1.187
Ge -1.00911 1.31658 4.82351 0.1 0.1 -0.1 0.512
C 0.02050 2.81180 4.11183 0.1 0.0 0.1 -0.892
C -2.78113 1.21900 4.01643 0.0 -0.1 0.2 -0.858
C 0.08452 -0.32914 4.64634 -0.1 0.0 0.1 -1.032
Se 0.11806 -1.30540 2.96031 0.2 0.0 0.0 0.023
C -1.72157 -1.88945 2.78779 -0.1 -0.1 0.0 -0.834
H -1.73753 2.47676 6.99043 0.0 0.0 0.0 0.357
H -0.25830 1.54912 7.26346 0.0 0.0 0.0 0.356
H -1.81829 0.72120 7.18080 0.0 0.0 0.0 0.359
H -0.54138 3.73765 4.23517 0.0 0.0 0.0 0.295
H 0.23690 2.68302 3.05318 0.0 0.0 0.0 0.124
H 0.95925 2.90159 4.66395 0.0 0.0 0.0 0.419
H -3.25202 2.19701 4.11676 0.0 0.0 0.0 0.329
H -3.39487 0.48156 4.53896 0.0 0.0 0.0 0.388
H -2.74636 0.98785 2.95661 0.1 0.0 -0.1 0.017
H -0.12788 -1.02540 5.45935 0.0 0.0 0.0 0.435
H 1.12692 -0.02467 4.76601 0.0 0.0 0.0 0.375
H -2.38291 -1.06976 2.53105 0.0 0.1 0.0 0.161
H -2.05459 -2.38363 3.69828 0.0 0.0 0.0 0.402
H -1.72245 -2.61702 1.97593 0.0 0.0 0.0 0.275
O -2.05009 3.22776 1.49127 0.0 0.0 0.2 -0.600
S -1.52544 2.48697 0.38947 0.2 -0.3 -0.1 1.256
O -2.05411 1.00283 0.39584 -0.3 0.2 -0.2 -0.655
O -1.66586 3.07029 -0.91994 0.0 -0.1 0.3 -0.636
O -0.02962 2.06770 0.64645 0.0 0.5 -0.2 -0.628

Record 2
16
Properties=species:S:1:pos:R:3:forces:R:3:mulliken_charge:R:1 method="wB97M-V/def2-TZVPD" e_above_lowest_kj_mol=482.3 homo_energy_ev=-8.3 multiplicity=1 total_charge=0 total_energy_ev=-8296.5056
C -2.01442 -1.04400 -0.79104 1.1 2.5 -4.0 -0.255
N -1.65118 -0.35647 -1.89244 -2.0 -4.4 1.2 -0.421
C -0.60415 -0.97230 -2.83740 2.1 1.8 4.8 -0.606
H -1.32377 -1.06356 0.02028 0.9 -1.2 0.8 0.238
H -2.99831 -1.56247 -0.70665 0.1 1.5 0.4 0.257
H -0.23174 -0.20137 -3.46017 0.6 0.7 -0.5 0.232
H -1.17109 -1.61653 -3.38290 -1.4 -1.9 -1.5 0.311
H 0.24355 -1.55840 -2.26292 -1.4 1.2 -1.2 0.241
N 0.36174 1.74714 1.60885 -2.5 -2.5 2.5 -0.575
C 1.31756 0.74442 2.00549 1.3 1.4 1.8 -0.208
O 2.55730 1.53065 2.18245 -0.1 -2.1 0.7 -0.522
H 0.47723 1.90959 0.64641 -0.3 0.2 -1.5 0.249
H -0.53946 1.16913 1.81102 1.4 2.0 -1.1 0.250
H 1.00474 0.27983 3.00365 0.4 0.6 -1.3 0.268
H 1.42052 -0.03185 1.25843 0.5 -0.4 -0.2 0.245
H 3.15148 1.02618 2.79692 -0.8 0.7 -1.0 0.295

Record 3
145
Properties=species:S:1:pos:R:3:forces:R:3:mulliken_charge:R:1 method="wB97M-V/def2-TZVPD" homo_energy_ev=-8.2 multiplicity=1 total_charge=0 total_energy_ev=-78095.4258
C 5.17920 -6.76319 6.06190 -0.8 0.1 0.5 -1.904
C 3.98448 -6.32325 5.17557 0.9 0.1 -1.1 1.723
C 4.36577 -4.97344 4.53238 1.0 0.9 0.2 -1.891
C 3.93179 -7.30733 3.97890 -0.9 -0.2 -0.7 -1.121
C 2.67832 -7.14038 3.13060 -2.0 1.1 1.2 -0.685
C 1.42167 -7.17312 4.04284 -0.1 -0.6 -0.1 -1.395
C 1.42306 -6.21631 5.26528 0.7 -0.4 -0.4 1.647
C 1.12390 -4.77529 4.84957 0.3 0.4 0.4 -1.672
C 0.28151 -6.63125 6.18397 -0.4 -0.4 0.1 -1.957
N 2.74315 -6.37198 5.98214 -0.6 -1.2 -1.5 0.075
O 2.80208 -5.55253 7.09764 0.2 0.1 0.4 -0.449
H 4.94697 -7.69549 6.57665 -0.2 -0.1 -0.1 0.454
H 6.10687 -6.93257 5.51523 -0.1 0.3 -0.2 0.374
H 5.30572 -6.02528 6.85411 0.3 0.1 -0.1 0.400
H 3.82457 -4.56728 3.67784 -0.6 -0.3 0.3 0.332
H 4.54286 -4.16453 5.24119 -0.6 0.1 0.4 0.381
H 5.37102 -5.04815 4.11766 0.2 -0.5 0.0 0.510
H 4.67199 -7.06597 3.21604 0.9 -0.2 0.8 0.408
H 4.03966 -8.32407 4.35666 0.0 -0.1 -0.2 0.390
H 2.66169 -6.13573 2.70809 0.3 0.3 -0.1 0.263
H 2.52906 -7.75556 2.24327 0.4 -0.6 0.3 0.422
H 1.22290 -8.18899 4.38428 0.5 -0.2 0.4 0.452
H 0.49985 -7.01413 3.48329 0.0 0.6 -0.3 0.496
H 1.80596 -4.33720 4.12089 -0.2 -0.2 -0.1 0.255
H 1.20099 -4.17917 5.75886 -0.1 0.4 0.0 0.493
H 0.08879 -4.65360 4.53049 0.1 -0.2 -0.2 0.431
H 0.44491 -7.60175 6.65250 0.2 0.0 0.0 0.451
H -0.61692 -6.72466 5.57390 -0.1 0.0 -0.1 0.408
H 0.02041 -5.91248 6.96069 0.4 0.1 0.0 0.352
H 2.66066 -4.66081 6.77141 0.1 0.6 0.1 0.358
C 3.86066 -1.10547 -4.76901 0.0 -0.6 1.3 -1.803
C 5.19263 -1.97926 -4.74920 -0.8 1.0 0.5 1.470
C 4.79991 -3.47274 -4.98072 0.9 0.0 0.0 -1.699
C 5.99890 -1.32975 -5.92114 -0.2 -0.9 -1.3 -1.105
C 7.48010 -1.51768 -5.97979 1.3 -0.6 1.2 -0.794
C 8.10113 -1.33781 -4.60309 -0.9 0.5 1.3 -1.194
C 7.40041 -2.05837 -3.40603 0.8 -0.9 -0.5 1.476
C 7.78469 -3.55465 -3.46690 -0.8 0.1 0.4 -1.779
C 7.99044 -1.45787 -2.10392 -1.4 0.2 -0.3 -1.885
N 5.92486 -1.81795 -3.41885 2.0 2.0 -3.3 0.458
O 5.31668 -2.20392 -2.26249 -0.9 -1.0 0.6 -0.415
H 3.40807 -1.03872 -3.77966 0.0 -0.6 0.3 0.409
H 3.94018 -0.04095 -4.98939 0.7 -0.2 -0.5 0.361
H 3.09771 -1.55690 -5.40321 0.2 0.1 -0.2 0.365
H 5.57461 -4.13651 -5.36459 0.8 0.5 -0.1 0.326
H 4.63405 -3.91910 -4.00023 -0.9 0.1 -0.1 0.369
H 4.03095 -3.63176 -5.73671 -0.5 0.3 0.5 0.486
H 5.65820 -1.84857 -6.81715 -0.5 -0.3 -0.1 0.318
H 5.75297 -0.31283 -6.22694 -0.2 0.3 1.1 0.438
H 7.73276 -2.51661 -6.33532 -0.1 -0.2 0.0 0.341
H 8.00759 -0.84615 -6.65722 -0.4 0.2 -0.2 0.396
H 8.00298 -0.31121 -4.25014 0.2 0.6 -0.6 0.424
H 9.16020 -1.59430 -4.57737 0.0 -0.1 0.0 0.387
H 8.79104 -3.73622 -3.08955 0.0 0.1 0.0 0.464
H 7.69868 -3.96612 -4.47258 0.0 0.0 0.0 0.281
H 7.07071 -4.05855 -2.81542 0.1 -0.4 0.0 0.369
H 7.47282 -0.50800 -1.97013 0.3 0.5 0.0 0.401
H 9.06785 -1.29812 -2.14616 -0.1 -0.2 0.0 0.386
H 7.65807 -2.02150 -1.23217 0.5 -0.4 0.0 0.420
H 5.21313 -1.38202 -1.77737 -0.2 0.0 0.2 0.332
N 1.26801 1.39025 5.01374 -2.9 0.7 -2.7 -0.427
C 2.10233 1.15121 5.98988 -1.8 -1.1 2.8 0.652
N 3.33939 1.21435 5.60588 3.8 0.0 -0.4 -0.361
O 1.66381 0.86945 7.10140 0.8 0.1 0.5 -0.677
H 1.57602 1.25373 4.06159 -0.5 0.1 0.1 0.189
H 0.32424 1.14370 5.27568 0.0 0.1 -0.5 0.235
H 4.05722 0.85911 6.22122 -0.1 0.2 -0.4 0.224
H 3.49127 1.36608 4.61896 0.7 -0.1 0.4 0.166
N -9.56861 5.26038 -0.62573 -3.9 3.1 0.0 -0.397
C -8.39121 4.83333 -0.32107 1.7 0.4 2.6 0.686
N -8.09162 3.81874 -1.02493 2.5 -5.6 -4.0 -0.364
O -7.67398 5.19693 0.58527 0.5 1.3 1.2 -0.676
H -10.05104 4.92359 -1.44667 -0.1 0.5 0.5 0.176
H -9.83932 6.06319 -0.07593 -0.6 -0.1 -0.6 0.230
H -7.22576 3.32217 -0.87056 -0.2 0.3 0.0 0.207
H -8.64784 3.51681 -1.81205 0.3 0.0 0.3 0.140
N 3.60345 4.24314 0.18752 -1.1 3.0 1.1 -0.408
C 4.07113 3.04888 -0.14310 -1.8 0.6 2.5 0.689
N 4.52149 3.04675 -1.35235 2.3 -1.9 -4.4 -0.342
O 3.96713 2.13030 0.63743 0.8 -1.7 0.4 -0.666
H 3.57192 4.99802 -0.48275 0.0 -0.1 0.5 0.148
H 3.36402 4.41892 1.15286 -0.1 0.0 -0.4 0.209
H 4.45531 3.78836 -2.03479 0.0 -0.1 0.5 0.175
H 4.86630 2.15777 -1.68539 -0.1 0.2 -0.2 0.192
N -6.11113 0.34414 4.42523 -4.3 2.2 -3.0 -0.354
C -5.14636 -0.05946 5.16192 4.3 2.1 0.3 0.698
N -5.27467 -1.26368 5.61261 0.1 -3.7 2.0 -0.401
O -4.11175 0.61147 5.31783 -0.4 -0.2 0.3 -0.708
H -6.06810 1.25516 3.99129 0.0 -0.3 0.2 0.205
H -6.94823 -0.20194 4.27979 0.2 0.2 0.0 0.157
H -4.46882 -1.59661 6.12238 -0.5 -0.3 0.0 0.232
H -6.12949 -1.79366 5.52055 0.5 0.0 0.2 0.172
N -3.65871 5.51951 5.03438 -3.2 -1.8 -3.4 -0.323
C -2.96259 6.36226 5.69806 2.5 4.3 2.3 0.681
N -2.18935 5.69279 6.57035 1.5 -0.4 1.7 -0.377
O -2.94423 7.61411 5.60116 -0.4 -2.1 -0.2 -0.686
H -3.59990 4.53268 5.24134 -0.4 0.3 -0.5 0.158
H -4.18452 5.91165 4.26636 -0.1 -0.6 0.0 0.198
H -2.20121 4.68313 6.54729 0.3 0.4 0.4 0.147
H -1.70863 6.17918 7.31360 -0.1 -0.2 -0.3 0.202
C -0.85856 10.29832 -1.78623 -0.7 -0.4 0.5 -0.958
C -1.22803 8.89944 -1.18865 -0.1 0.7 -0.5 -0.233
O -1.49852 7.94938 -2.20168 0.5 -0.5 -0.6 -0.530
H -0.23433 10.20650 -2.67505 0.3 -0.3 0.2 0.292
H -0.37020 10.93438 -1.04797 0.2 -0.1 0.0 0.316
H -1.72421 10.86947 -2.12167 -0.3 -0.2 0.1 0.290
H -2.12991 8.83869 -0.57952 0.2 1.0 0.6 0.274
H -0.39288 8.53837 -0.58845 0.0 -0.2 -0.2 0.250
H -2.30768 8.21866 -2.64252 -0.1 0.0 -0.1 0.299
C -4.28865 -0.91791 -7.99798 0.3 -0.6 -1.8 -1.066
C -3.75044 0.16179 -7.14258 0.5 0.6 -0.7 -0.141
O -3.76591 -0.33827 -5.85656 -0.5 0.1 1.9 -0.499
H -4.55534 -0.58118 -8.99977 -0.3 0.4 0.0 0.350
H -5.17840 -1.36441 -7.55403 0.2 -0.1 0.1 0.294
H -3.51309 -1.64286 -8.24508 -0.2 -0.5 0.6 0.266
H -4.33761 1.06512 -7.30782 -0.3 0.2 0.5 0.246
H -2.71167 0.44027 -7.32003 0.1 0.0 -0.9 0.264
H -3.53644 0.39291 -5.27836 0.1 -0.2 0.4 0.287
C -1.62777 0.20035 -0.08643 -0.2 0.2 -0.4 -1.063
C -1.68792 1.72440 -0.15204 0.5 -1.2 0.6 -0.107
O -2.57755 2.12303 -1.11029 -2.2 0.7 -1.6 -0.516
H -1.04057 -0.06305 0.79329 0.4 -0.4 -0.5 0.303
H -1.32286 -0.18786 -1.05824 0.9 -0.1 0.2 0.304
H -2.58109 -0.31884 0.01214 -0.5 0.6 0.4 0.296
H -0.77397 2.16785 -0.54718 0.9 -0.4 1.3 0.229
H -2.02645 2.07010 0.82468 0.5 0.4 0.3 0.249
H -2.49674 3.07913 -1.14078 -0.3 0.1 -0.3 0.303
C -6.22404 7.49021 -7.28385 -0.6 1.1 -0.6 -1.022
C -6.13280 6.93047 -5.87363 -0.1 0.8 -1.3 -0.165
O -5.63643 7.95475 -4.99826 0.4 -1.1 0.1 -0.501
H -6.92137 8.32754 -7.25713 -0.2 0.2 0.0 0.294
H -6.62687 6.83969 -8.06015 0.1 -0.5 0.3 0.333
H -5.31877 7.94018 -7.69140 0.4 -0.3 0.4 0.282
H -5.48125 6.06071 -5.95764 0.2 0.2 1.0 0.271
H -7.14714 6.62022 -5.62271 0.1 -0.2 0.5 0.212
H -6.30144 8.63345 -4.86142 -0.2 -0.1 -0.2 0.295
C -8.02034 -2.77585 -0.74132 0.1 -0.7 1.3 -0.992
C -7.36419 -3.66626 0.36738 -1.1 2.0 -0.9 -0.223
O -6.85536 -4.82289 -0.18931 0.5 -1.2 0.2 -0.506
H -8.83720 -3.35946 -1.16588 0.1 0.2 -0.4 0.267
H -7.26553 -2.49323 -1.47514 -0.1 0.0 -0.1 0.334
H -8.42290 -1.87509 -0.27798 0.0 0.1 -0.1 0.300
H -8.12174 -3.93420 1.10388 0.0 -0.3 -0.1 0.277
H -6.66164 -3.02129 0.89514 0.6 -0.3 0.1 0.231
H -6.27600 -4.64353 -0.93346 0.0 0.3 0.0 0.311

Record 4
48
Properties=species:S:1:pos:R:3:forces:R:3:mulliken_charge:R:1 method="wB97M-V/def2-TZVPD" homo_energy_ev=-13.1 multiplicity=1 total_charge=+1 total_energy_ev=-33811.4652
H 2.38598 1.53293 2.95286 0.4 0.2 -0.2 0.282
N 3.23051 1.72017 2.38387 0.1 -3.0 -2.2 -0.634
C 3.39898 0.72719 1.52664 -0.7 1.7 1.7 -0.077
C 2.37738 -0.53145 1.40838 0.9 1.0 0.3 -0.542
C 1.80780 -0.55598 -0.09031 2.7 -0.5 -0.1 0.592
C 3.00974 -0.90916 -1.13231 -1.1 -0.8 -1.2 -0.521
C 3.25433 -2.50285 -1.08211 1.3 -2.1 2.6 0.587
O 3.69989 -3.11050 -0.10300 -1.8 2.5 -3.8 -0.454
F 2.89781 -3.31168 -2.22176 0.5 2.4 2.0 -0.250
N 0.76992 -1.65347 -0.32488 -2.2 2.6 1.4 -0.157
C -0.50931 -0.86806 -0.35496 1.1 -0.3 0.0 -0.131
N -1.31038 -1.10402 -1.37768 0.7 0.1 1.4 -0.099
C -1.02113 -2.12116 -2.44503 -0.4 -1.4 -0.8 -0.615
C 0.01467 -1.64018 -3.57017 0.2 0.2 -0.3 -0.309
C 0.08465 -0.06055 -3.80508 0.9 0.0 -0.8 -0.271
O -0.88299 0.39361 -4.80845 0.8 0.2 1.4 -0.559
N -0.66769 0.10418 0.71521 -0.8 -1.4 -3.1 0.780
C -2.06156 0.54550 0.97324 -1.1 1.0 2.3 -0.668
C -2.32558 0.30991 2.56766 0.2 -2.0 -0.5 -0.563
O -1.64079 1.27077 3.39871 -2.3 0.9 -1.0 -0.323
C -2.32785 2.51189 3.50302 2.2 4.1 0.8 0.573
C -3.90661 2.73330 3.53986 0.2 -0.4 0.5 -0.793
O -1.61083 3.54447 3.62656 -2.6 -4.4 -0.6 -0.519
C 0.28537 1.21952 0.41020 0.6 1.6 -0.5 -0.649
O 1.30161 0.73007 -0.50689 -0.8 -1.1 1.4 -0.435
H 4.33697 0.81943 0.86023 -1.7 -0.5 1.0 0.257
H 1.54986 -0.43002 2.20931 1.2 0.0 -1.4 0.311
H 2.98999 -1.45263 1.69382 -1.0 0.9 -0.9 0.338
H 2.62961 -0.69156 -2.20141 0.6 -0.1 1.8 0.099
H 3.95828 -0.31257 -0.93953 -1.2 -1.1 -0.2 0.376
H 0.71047 -2.13074 0.60388 0.1 0.1 -0.9 0.423
H -2.18249 -0.56808 -1.46609 0.6 -0.2 0.1 0.322
H -0.67217 -3.08492 -1.92915 -0.4 1.6 -0.8 0.309
H -2.03434 -2.38190 -2.92636 1.5 0.7 0.8 0.409
H 1.09438 -1.99735 -3.36455 -1.9 0.5 0.1 0.053
H -0.29042 -2.17189 -4.54926 0.4 1.0 1.5 0.434
H -0.01899 0.56871 -2.85848 0.1 -1.0 -1.0 0.111
H 1.13118 0.16631 -4.23349 -1.4 -0.4 0.8 0.329
H -0.75646 1.36862 -4.84360 -0.3 -1.0 -0.2 0.342
H -2.17616 1.67977 0.79941 0.1 -1.8 -0.1 0.334
H -2.88198 -0.04305 0.44544 1.3 0.7 0.4 0.364
H -1.82954 -0.71198 2.78885 -0.8 1.7 -0.2 0.318
H -3.43443 0.16093 2.81248 1.5 0.7 -0.4 0.243
H -4.18476 3.38126 2.63646 0.4 -1.1 1.3 0.258
H -4.13121 3.33618 4.49842 0.6 -0.9 -1.6 0.323
H -4.53142 1.78413 3.61198 0.9 1.3 -0.3 0.313
H 0.74683 1.69241 1.34296 -0.7 -0.9 -1.2 0.055
H -0.27714 2.04449 -0.17491 0.9 -1.3 0.9 0.436

Record 5
26
Properties=species:S:1:pos:R:3:forces:R:3:lowdin_spin:R:1 method="wB97M-V/def2-TZVPD" homo_energy_ev="-19.4 / -19.4" multiplicity=2 total_charge=+3 total_energy_ev=-24522.6027
O -2.26410 0.76405 -2.39007 2.4 -0.8 2.4 0.000
C -2.55420 0.55512 -1.02104 3.7 2.1 1.9 0.000
O -1.74229 0.74985 -0.04691 -1.9 -0.4 -1.7 0.000
O -3.77637 0.60164 -0.85652 0.8 -2.9 5.5 0.000
Sn -4.21771 1.17030 -2.54151 -7.1 3.3 -8.0 0.000
C -0.36610 0.97670 -0.15115 1.7 -0.9 -0.1 0.001
C 0.30758 1.24863 0.95579 -0.4 0.0 0.1 0.001
C 1.79193 1.06119 1.05264 0.4 0.9 -0.3 0.001
C 2.21677 -0.12740 1.88169 0.1 -0.5 -0.2 0.025
O 1.74118 0.08434 3.28222 -0.5 0.3 -0.1 0.177
C 2.41879 -0.22627 4.26307 0.4 -0.2 0.5 0.596
O 2.06941 -0.04193 5.45006 -0.2 0.0 -0.2 0.173
H 0.08776 0.67322 -1.09345 -0.1 0.0 0.2 0.000
H -0.24134 1.59543 1.83352 0.1 -0.4 0.0 0.001
H -1.34542 0.86255 -2.68049 0.6 -0.3 -0.3 0.000
H 2.25846 1.96977 1.45817 -0.1 -0.2 -0.1 0.001
H 2.22838 0.89215 0.05803 0.0 0.1 0.2 0.000
H 3.30417 -0.23698 1.92337 -0.2 0.0 -0.1 0.007
H 1.73702 -1.06133 1.57515 0.2 0.2 0.1 0.001
H 2.68202 -0.40379 6.11890 0.2 0.0 0.3 0.018
C -1.44965 -1.79269 -3.72900 0.9 -0.7 0.6 0.000
C -0.74567 -1.79185 -2.57637 -0.4 -0.1 -0.9 0.000
H -2.30033 -2.46621 -3.85870 0.0 0.4 0.1 0.000
H -1.03391 -1.33306 -4.62883 -0.3 0.0 0.2 0.000
H 0.24027 -1.31925 -2.55472 -0.2 0.0 0.1 0.000
H -1.04663 -2.40418 -1.72383 0.1 0.2 -0.2 0.000